17
Properties=species:S:1:pos:R:3:mulliken_charge:R:1 method="wB97M-V/def2-TZVPD" energy_ev=-8427.246 relative_energy_kj_mol=385.4 charge=0 homo_lumo_gap_ev=9.59 lumo_ev=1.2 max_force_ev_per_a=0.31
C -0.78 1.02 -2.17 -1.1760
C -1.09 1.23 -0.72 -0.0352
C -1.01 0.29 0.22 -0.1410
O -0.66 -1.00 -0.03 -0.3700
C -0.05 -1.73 1.02 -0.2928
C 1.28 -1.35 1.56 -0.1638
C 0.26 -1.13 2.34 -0.5357
H -1.59 1.40 -2.81 0.3553
H -0.63 -0.04 -2.40 0.3078
H 0.13 1.56 -2.47 0.2976
H -1.42 2.21 -0.40 0.3237
H 1.51 0.16 -0.85 -0.1604
H -1.26 0.51 1.26 0.2743
H -0.35 -2.77 0.91 0.4011
H 2.34 -1.30 1.39 0.3938
H 2.25 0.03 -0.88 0.1391
H -0.12 -0.74 3.28 0.3823

---

21
Properties=species:S:1:pos:R:3:mulliken_charge:R:1 method="wB97M-V/def2-TZVPD" energy_ev=-25299.539 relative_energy_kj_mol=95.8 charge=0 homo_lumo_gap_ev=9.13 lumo_ev=0.3 max_force_ev_per_a=3.71
C 0.88 -1.19 0.60 -0.0714
C -0.58 -1.08 0.80 -0.3632
C 1.57 -0.15 0.12 0.0350
C -4.04 -2.40 -0.41 0.7226
C 1.04 1.24 -0.05 -0.3859
C 3.09 -0.43 -0.03 0.2348
C -1.23 2.22 -0.41 0.1501
N -1.20 -0.02 0.46 -0.5807
N -0.57 1.09 0.05 0.4156
O -3.85 -1.84 -1.40 -0.3448
O -4.04 -2.92 0.62 -0.3707
F 3.40 -1.67 -0.19 -0.2401
F 3.46 0.22 -1.17 -0.2943
F -2.62 2.09 -0.31 -0.2726
F -1.01 3.27 0.46 -0.3015
H 1.39 -2.19 0.87 0.2618
H -1.33 -1.90 0.96 0.2680
H 1.50 1.86 0.72 0.2588
H 1.32 1.45 -1.05 0.3361
H 3.68 -0.04 0.79 0.2222
H -0.87 2.40 -1.44 0.3200

---

47
Properties=species:S:1:pos:R:3:mulliken_charge:R:1 method="wB97M-V/def2-TZVPD" energy_ev=-20137.929 relative_energy_kj_mol=11.5 charge=0 homo_lumo_gap_ev=11.07 lumo_ev=0.8 max_force_ev_per_a=0.73
C 2.67 -5.87 -2.27 -1.3461
C 1.87 -4.62 -1.89 -0.1732
C 0.61 -4.98 -1.11 -0.8232
C -0.17 -3.76 -0.62 -0.4854
C -0.77 -2.93 -1.75 -0.5771
C -1.76 -1.87 -1.26 -0.8650
C -1.10 -0.76 -0.45 -0.2968
C -2.12 0.31 -0.04 -1.0037
C -1.49 1.50 0.68 -0.4050
C -0.89 1.13 2.04 -0.6565
C -0.50 2.34 2.90 -0.9758
C 0.64 3.19 2.31 -0.6285
C 0.14 4.41 1.55 -0.6242
C 1.31 5.21 0.96 -0.5272
C 0.77 6.42 0.24 0.4182
O 0.67 7.52 0.70 -0.5672
O 0.37 6.12 -1.00 -0.4436
H -0.01 6.90 -1.43 0.3345
H 1.97 5.54 1.76 0.3427
H 1.86 4.59 0.25 0.3631
H -0.43 5.05 2.22 0.3022
H -0.52 4.11 0.74 0.3014
H 1.28 3.53 3.12 0.4753
H 1.25 2.57 1.65 0.3114
H -0.19 1.96 3.87 0.3487
H -1.38 2.97 3.06 0.4623
H -1.63 0.54 2.59 0.3950
H -0.01 0.50 1.89 0.2803
H -2.26 2.26 0.83 0.4056
H -0.71 1.93 0.04 0.2287
H -2.62 0.67 -0.94 0.3748
H -2.88 -0.14 0.60 0.3530
H -0.31 -0.30 -1.04 0.3028
H -0.65 -1.19 0.45 0.2396
H -2.53 -2.36 -0.65 0.3403
H -2.26 -1.43 -2.13 0.3805
H 0.02 -2.44 -2.32 0.2732
H -1.30 -3.61 -2.43 0.3410
H 0.50 -3.13 -0.02 0.2053
H -0.97 -4.10 0.04 0.3362
H -0.04 -5.59 -1.75 0.3431
H 0.89 -5.59 -0.25 0.3493
H 1.61 -4.08 -2.80 0.2567
H 2.50 -3.97 -1.28 0.2870
H 2.97 -6.41 -1.37 0.3374
H 3.56 -5.60 -2.82 0.3763
H 2.07 -6.53 -2.88 0.3326

---

15
Properties=species:S:1:pos:R:3:mulliken_charge:R:1 method="wB97M-V/def2-TZVPD" energy_ev=-6802.746 relative_energy_kj_mol=150.9 charge=+1 homo_lumo_gap_ev=10.24 lumo_ev=-4.1 max_force_ev_per_a=1.61
C -1.26 -0.38 0.48 -0.1418
O -2.67 -0.52 0.41 -0.4918
C -0.63 -0.10 -0.88 -0.4301
C -0.03 1.06 -1.23 -0.6570
H -0.86 -1.32 0.89 0.1847
H -0.98 0.44 1.18 0.2901
H -2.98 0.11 -0.21 0.3307
H -0.48 -0.96 -1.54 0.3484
H 0.58 1.12 -2.14 0.3680
H -0.21 2.01 -0.68 0.3016
N 1.93 -0.30 0.74 -0.3869
H 1.45 -1.11 1.14 0.3881
H 1.30 0.10 -0.01 0.1123
H 2.02 0.41 1.47 0.3928
H 2.83 -0.56 0.38 0.3909